Formula: C11H22N3O
Source: OMol25
Level of theory: the ωB97M-V functional and the def2-TZVPD basis

XYZ file:
```
37
Properties=species:S:1:pos:R:3:forces:R:3:lowdin_charge:R:1
O -2.2287 1.9516 0.0855 -2.2 1.8 0.2 -0.019
N -4.4675 -1.5094 0.0899 0.0 1.4 -1.7 0.210
N -4.0172 0.3951 -1.2470 -1.6 -2.4 0.3 0.228
N -2.5838 -0.2409 0.4300 0.5 -2.0 0.5 0.128
C 3.6960 -1.0846 -0.9948 3.3 -1.0 -1.3 -0.038
C 0.7594 0.0203 1.0031 0.3 2.7 1.3 -0.219
C -0.5651 0.8152 1.1429 2.0 1.7 -0.6 -0.068
C -3.6510 -0.4881 -0.2891 -2.0 1.0 -0.3 -0.379
C 1.4953 1.0603 -1.2829 -2.9 -2.2 -0.5 -0.034
C 1.6785 -1.9195 0.0494 -1.7 0.0 1.2 -0.047
C 0.5608 -1.4291 0.8766 -0.4 -2.1 -0.3 -0.159
C 2.8831 1.3601 0.6699 -0.2 1.8 -0.3 -0.038
C 2.4379 -0.9823 -0.3601 -0.4 3.7 -0.7 -0.290
C 1.9235 0.4566 -0.0050 -1.2 -2.6 -0.1 -0.435
C -1.6342 0.7140 0.1027 1.9 2.2 -3.4 -0.472
H 2.4524 2.3754 0.8307 -0.3 -0.9 0.9 0.118
H 4.2643 -1.0964 -0.0783 1.4 -0.4 0.1 0.101
H 1.2363 0.2632 1.9747 -0.2 -0.6 -0.3 0.151
H 3.3346 0.8649 1.4667 0.2 -0.4 2.2 0.079
H 2.2926 1.1704 -1.9130 2.2 0.3 -1.7 0.061
H 0.7305 0.4245 -1.8418 0.9 0.7 0.7 0.122
H 3.9618 -1.9917 -1.6121 -0.6 0.8 0.9 0.120
H -0.3817 1.9686 1.1307 0.2 -2.2 0.3 0.169
H -4.3131 -2.0838 0.8989 0.2 0.2 0.1 0.134
H -1.0538 0.5871 2.0881 0.1 -0.1 0.3 0.132
H -2.6911 2.0507 0.9384 0.2 0.4 -0.3 0.135
H -3.4277 1.1695 -1.5495 -0.4 -0.3 0.3 0.129
H 3.7514 1.7147 0.1799 1.0 -0.3 -1.8 0.079
H -4.9239 0.1394 -1.7020 1.5 1.0 0.2 0.160
H 0.6013 -1.9961 1.7938 -0.3 0.1 0.7 0.126
H -5.4158 -1.3784 -0.2375 0.0 -0.7 0.2 0.127
H 4.1309 -0.2326 -1.5184 -0.7 0.2 -0.2 0.091
H -0.3547 -1.7627 0.3790 -0.5 0.2 -0.1 0.103
H -2.0738 -1.0505 0.6929 0.0 -1.2 1.0 0.135
H -1.3372 0.6733 -1.0393 0.3 -0.7 2.2 0.192
H 1.0888 1.9933 -1.1049 -1.0 2.2 0.2 0.068
H 1.8407 -2.9223 -0.0481 0.5 -2.5 -0.5 0.102
```
Forces are in eV/Å.

Summary:
Total charge   +1
E   -18273.8820 eV
Energy above the lowest of the compared OMol25 structures with the same formula, charge and spin   20.0 kJ/mol
SMILES string   CC1=CC[C@H](C[C@H](O)[NH+]=C(N)N)C1(C)C
Spin multiplicity   1

Formula: C11H22N4O4
Source: OMol25
Level of theory: the ωB97M-V functional and the def2-TZVPD basis

XYZ file:
```
41
Properties=species:S:1:pos:R:3:forces:R:3:lowdin_charge:R:1
O 4.5728 0.2694 0.9601 -0.2 0.8 0.9 0.059
O 3.3069 2.4119 0.6158 -2.8 0.2 -0.8 -0.002
O 1.3515 3.1675 -0.5943 3.5 -4.0 3.3 0.017
O 0.6025 -1.7362 -0.1922 -2.7 2.7 -0.5 -0.034
N -2.1391 -2.2557 -0.8383 2.5 -3.2 -1.3 -0.027
N -7.3171 1.0312 -0.0812 -1.8 4.5 -6.7 -0.125
N 5.3881 -1.7490 0.5196 -1.4 0.3 1.6 0.118
N 0.3899 0.5066 -0.6888 -4.1 -0.9 0.0 0.082
C -1.6810 -0.9210 -0.4454 1.2 0.9 0.3 -0.391
C 4.3412 -0.7877 0.4088 3.2 -1.9 0.9 -0.524
C 2.0527 2.2583 -0.0102 -0.2 1.1 -1.6 -0.317
C 1.7354 0.6485 -0.2326 -1.4 5.0 5.4 -0.307
C -0.1700 -0.7349 -0.4294 3.1 -2.7 0.2 -0.395
C -2.1712 -0.5966 1.0243 -3.0 -0.4 0.4 -0.129
C -3.8192 -0.7325 0.9461 1.0 -1.4 -1.3 -0.235
C -6.2384 0.2758 0.4646 1.3 -3.8 -0.2 -0.369
C 3.2855 -1.1018 -0.4946 0.4 -1.4 -5.4 -0.123
C 2.7733 0.2467 -1.1508 2.0 -1.9 -1.4 -0.121
C -4.6504 0.3188 0.2000 0.0 4.6 -0.2 -0.256
H -7.0554 2.0950 -0.3786 -0.4 -3.0 1.5 0.098
H 3.9034 -1.7357 -1.3193 -1.5 1.3 1.5 0.173
H -1.5232 -2.6453 -1.7488 -2.1 1.5 3.3 0.159
H 3.8037 1.5367 0.9595 -1.4 1.0 -1.2 0.077
H -6.5947 0.2348 1.5288 1.4 -0.4 -0.5 0.113
H -7.7847 0.8162 -1.2704 2.4 0.0 4.6 0.182
H -4.0433 -0.8454 2.0485 -0.7 -0.2 -1.5 0.109
H -1.9481 -0.0846 -1.2334 -0.6 -1.6 1.5 0.173
H 2.4245 -1.7793 -0.2573 0.9 0.9 0.4 0.109
H -4.2511 1.4046 0.3627 -0.5 -1.5 0.4 0.115
H -3.9658 -1.6392 0.1641 0.1 1.2 2.9 0.125
H 1.7215 0.1459 0.8707 0.6 1.1 -2.5 0.209
H 3.6979 0.9863 -1.3506 -2.5 -1.6 0.5 0.188
H 5.8080 -1.5301 1.4731 -0.2 -1.2 -1.8 0.134
H -1.9626 -3.0572 -0.0430 -0.2 3.0 -2.4 0.152
H -1.9827 -1.4408 1.9519 0.5 2.5 -3.1 0.177
H -4.5417 0.3091 -0.9164 0.0 -0.7 0.8 0.102
H -0.3893 1.2563 -0.7414 2.6 -0.9 0.2 0.187
H -6.2706 -0.7642 -0.0136 -1.1 0.8 1.2 0.116
H 2.1070 0.1049 -2.0324 1.5 -0.4 -0.2 0.143
H -1.9341 0.4922 1.2926 0.0 -1.7 0.0 0.118
H 5.1114 -2.7352 0.2738 0.6 1.5 0.8 0.119
```
Forces are in eV/Å.

Summary:
E   -25908.3833 eV
Energy above the lowest of the compared OMol25 structures with the same formula, charge and spin   782.4 kJ/mol
Spin multiplicity   1

Formula: C11H22NO6Rb
Source: OMol25
Level of theory: the ωB97M-V functional and the def2-TZVPD basis

XYZ file:
```
41
Properties=species:S:1:pos:R:3:forces:R:3:lowdin_charge:R:1
Rb 16.6085 -7.2046 -1.4229 -0.3 -0.2 -0.3 0.890
O 11.3753 -8.1387 1.2244 -3.1 0.8 1.5 0.109
O 18.2777 -5.9486 -5.2161 -0.5 -0.1 2.1 -0.121
O 12.6560 -8.0745 -0.4838 -0.6 2.0 -4.5 -0.057
O 13.4397 -8.9191 1.2969 0.8 -0.9 2.3 -0.052
O 19.6546 -5.4174 -6.9046 -0.9 -1.9 0.7 -0.080
O 18.3815 -7.2559 -6.9017 -0.5 -2.9 -1.7 0.073
N 12.5009 -2.0745 3.1653 0.5 0.4 -1.1 -0.218
C 9.9290 -3.8382 5.5361 0.1 0.3 -1.1 -0.069
C 13.7542 -1.8706 4.1169 -1.3 -1.3 -1.4 0.073
C 12.7785 -3.3291 2.2421 0.4 -0.6 1.1 -0.078
C 13.6731 -1.8824 0.3114 -0.7 -0.9 1.8 -0.162
C 13.9085 -3.1282 1.2482 -0.6 1.2 -1.3 -0.156
C 11.3143 -3.2200 5.0640 -0.9 -0.7 1.7 -0.210
C 12.2806 -0.8569 2.2714 1.3 0.1 -1.2 -0.106
C 13.3725 -0.6572 1.1935 0.9 -1.1 -0.6 -0.164
C 18.8411 -6.1917 -6.3082 2.3 5.5 -0.5 -0.911
C 12.5102 -8.4007 0.6809 6.2 -2.6 1.2 -1.028
C 11.2067 -2.1792 3.9452 0.9 -0.6 1.2 -0.133
H 13.9205 -2.8908 4.4626 0.3 0.3 0.3 0.098
H 9.0716 -3.1661 5.5011 0.3 0.7 0.0 0.068
H 14.3304 -0.4739 1.6803 -0.1 0.6 0.2 0.105
H 12.0252 -4.0348 4.9267 -0.3 -0.3 -1.0 0.101
H 14.8809 -3.0934 1.7394 0.0 0.0 -0.1 0.114
H 13.1597 0.1594 0.5035 -0.3 0.3 0.6 0.124
H 14.5522 -1.7797 -0.3248 -0.2 0.3 0.0 0.121
H 11.3014 -0.9981 1.8139 0.0 0.2 0.1 0.137
H 10.3396 -2.3211 3.3000 0.4 -0.3 -0.3 0.139
H 11.1020 -1.1907 4.3924 -0.2 0.0 0.0 0.133
H 9.6218 -4.5941 4.8133 0.2 -0.3 0.1 0.074
H 11.2038 -7.7294 0.3731 -2.8 1.2 -0.6 0.077
H 12.7866 -2.1252 -0.2745 0.1 0.1 -0.4 0.117
H 9.8772 -4.2592 6.5402 0.7 -0.1 -0.1 0.076
H 14.5914 -1.5809 3.4818 -0.2 0.2 0.2 0.091
H 12.3654 0.0649 2.8470 -0.7 -0.3 0.5 0.136
H 17.7648 -7.5002 -6.2077 -0.5 -0.7 -0.1 0.081
H 13.8775 -3.9192 0.4989 0.2 -0.7 0.7 0.123
H 13.0375 -4.1547 2.9050 0.3 0.3 0.4 0.122
H 13.5559 -1.1893 4.9443 -0.2 0.0 -0.4 0.114
H 11.8978 -3.7986 1.8039 -0.6 1.2 -0.3 0.148
H 11.8196 -2.8119 5.9394 -0.4 0.8 0.1 0.101
```
Forces are in eV/Å.

Summary:
E   -26190.2241 eV
Energy above the lowest of the compared OMol25 structures with the same formula, charge and spin   410.5 kJ/mol
Spin multiplicity   1

Formula: C11H22NS
Source: OMol25
Level of theory: the ωB97M-V functional and the def2-TZVPD basis

XYZ file:
```
35
Properties=species:S:1:pos:R:3:forces:R:3:lowdin_charge:R:1
S 0.9427 1.6053 -1.1773 -0.4 -0.8 -0.1 1.019
N 0.4378 -0.8597 -0.3062 -0.2 -0.9 -1.0 0.053
C 1.0967 -1.0534 2.1580 -1.2 1.5 1.4 0.000
C -0.8649 1.9994 1.9036 0.0 2.0 0.9 -0.025
C 1.3028 -0.3766 0.8076 -1.9 1.4 0.6 -0.390
C 0.7876 -1.1408 -1.7681 -1.7 1.3 -0.5 -0.299
C 2.7125 -0.0653 0.5004 3.0 -0.5 0.4 -0.059
C -2.1470 0.0045 1.0585 0.0 -3.4 1.0 -0.056
C 0.1931 0.5603 0.1475 1.8 -1.0 -0.2 -0.393
C -0.2036 -2.1546 -2.4315 -2.2 1.3 0.9 -0.037
C 0.7979 0.2871 -2.4347 -0.9 -1.4 -0.6 -0.361
C -1.9522 1.7464 -0.3497 0.2 2.8 -2.5 -0.117
C -1.1503 1.0507 0.7008 -0.5 0.9 1.3 -0.575
H -1.3525 -1.7911 -2.2209 2.8 -0.8 -1.0 0.141
H -0.2442 -1.5371 0.0142 -0.2 0.0 0.2 0.150
H 1.3410 -0.3004 2.9889 -0.2 -1.0 -1.3 0.130
H 3.0979 0.9298 0.8698 -0.9 -0.9 -0.3 0.119
H -2.9556 2.0975 -0.0435 0.9 0.2 0.4 0.114
H 0.0435 -2.2677 -3.5184 -0.5 0.4 0.9 0.104
H -0.4180 2.9621 1.5301 -0.3 -0.8 0.2 0.102
H 3.4214 -0.8220 1.0430 -1.3 1.1 -1.3 0.134
H -1.3958 2.5392 -0.9341 -0.8 -0.4 1.2 0.074
H -2.2222 1.1018 -1.1616 0.0 -1.1 -0.5 0.080
H 0.1002 -1.4634 2.4412 0.2 0.7 -0.7 0.096
H -1.9451 -0.9262 0.4654 -0.4 0.5 0.4 0.087
H -0.1887 1.6639 2.6967 0.3 -0.7 -0.6 0.070
H 2.8818 -0.0546 -0.5957 0.3 -0.2 0.9 0.068
H -0.1043 0.3052 -3.1014 0.6 0.6 0.8 0.100
H -3.1570 0.2690 0.7438 0.1 0.0 0.6 0.094
H -0.1401 -3.1624 -1.9995 0.2 0.3 0.1 0.077
H 1.7281 -1.5693 -1.9455 1.6 -0.5 0.9 0.119
H -2.1181 -0.3266 2.1180 -0.2 0.3 -0.5 0.105
H 1.6604 0.2898 -3.0923 0.2 0.4 -0.1 0.083
H 1.7208 -1.8953 2.2944 1.1 -0.7 -0.1 0.069
H -1.7067 2.3544 2.5987 0.3 -0.8 -1.7 0.123
```
Forces are in eV/Å.

Summary:
Total charge   +1
E   -24080.7198 eV
Energy above the lowest of the compared OMol25 structures with the same formula, charge and spin   263.6 kJ/mol
SMILES string   C[C@H]1CS[C@@]2(C(C)(C)C)[N@@H+]1C2(C)C
Spin multiplicity   1

Formula: C11H22O4
Source: OMol25
Level of theory: the ωB97M-V functional and the def2-TZVPD basis

XYZ file:
```
37
Properties=species:S:1:pos:R:3:forces:R:3:lowdin_charge:R:1
O -1.7393 -0.7282 0.4789 -0.3 -0.9 3.9 -0.089
O -3.4792 -1.9554 1.5999 8.9 2.5 0.8 -0.067
O 1.0373 -0.0309 -2.4952 -0.1 0.2 0.1 -0.077
O 1.0637 -1.4353 2.6299 -0.4 0.7 1.7 -0.154
C 0.7909 -2.1477 -3.6076 -0.2 -0.3 0.2 -0.063
C 1.7625 -1.1515 -2.9951 -0.2 0.1 -0.7 -0.502
C -2.1910 -1.5181 1.6700 -7.5 -1.0 -2.7 -0.114
C -1.7383 1.8890 0.4048 0.5 0.8 1.8 -0.134
C 1.7382 -0.1692 2.9735 1.1 0.7 0.8 -0.233
C -1.0615 0.4929 0.9411 1.0 1.0 1.0 -0.324
C 2.7849 -0.6758 -4.0147 0.4 0.1 0.1 -0.068
C 1.2799 1.0989 2.0192 -0.2 -0.5 -0.9 -0.161
C -2.9305 2.4446 1.4250 -1.7 -2.0 0.8 -0.145
C 0.5436 0.5651 0.6155 0.2 0.5 0.0 -0.145
C -3.8765 1.5764 2.1776 1.6 2.1 -1.2 -0.031
H 2.9030 -0.3735 2.8529 -2.4 0.6 0.1 0.124
H 1.0114 -0.4398 0.2171 -1.2 2.0 1.1 0.122
H 2.2772 -1.6140 -2.1458 -0.2 0.2 0.0 0.139
H 0.7076 -1.8712 3.4599 0.9 1.0 -1.4 0.102
H 2.2952 -0.1683 -4.8534 -0.1 -0.2 0.0 0.081
H 0.5144 1.8238 2.5785 1.8 -1.6 -1.2 0.120
H 1.5903 0.1195 4.1215 0.1 -0.7 -2.5 0.128
H 0.5770 0.3861 -3.2424 0.2 -0.2 0.3 0.096
H -3.5713 0.6228 2.8083 -0.7 1.6 -2.4 0.062
H -1.5319 -1.7095 2.6187 -0.9 0.7 -2.2 0.152
H 3.4699 0.0499 -3.5632 -0.1 -0.2 0.0 0.080
H 1.3165 -3.0292 -3.9876 -0.1 0.1 0.0 0.081
H -1.1628 0.5044 2.1280 0.2 0.1 -2.5 0.133
H 0.2305 -1.6923 -4.4318 0.2 0.0 0.0 0.082
H 0.0534 -2.4720 -2.8656 0.2 0.0 -0.1 0.082
H -3.0030 3.6322 1.4997 -0.6 -2.8 -0.9 0.100
H -5.0350 1.8545 2.2185 2.9 0.0 0.7 0.072
H 0.7285 1.3641 -0.2513 -0.4 -1.8 2.0 0.112
H -0.8797 2.7154 0.4673 -1.7 -1.9 -0.2 0.113
H -2.0777 1.8638 -0.7272 0.4 -0.2 2.5 0.136
H 3.3704 -1.5132 -4.4069 -0.1 0.1 0.0 0.080
H 2.2315 1.6918 1.6820 -1.8 -1.0 1.0 0.110
```
Forces are in eV/Å.

Summary:
E   -19946.1296 eV
Energy above the lowest of the compared OMol25 structures with the same formula, charge and spin   796.2 kJ/mol
SMILES string   C=CC[C@H](CCCO)OC=O.CC(C)O
Spin multiplicity   1